Entry 1:
{"formula": "C34H43AsN7O2RuS2Si2", "method": "wB97M-V/def2-TZVPD", "elements": ["Ru", "C", "C", "C", "C", "C", "C", "C", "C", "C", "S", "C", "N", "H", "H", "H", "H", "H", "H", "H", "H", "C", "C", "N", "N", "C", "S", "N", "N", "H", "H", "H", "H", "H", "H", "O", "C", "N", "C", "C", "O", "N", "C", "C", "C", "C", "C", "C", "C", "C", "C", "C", "C", "C", "H", "H", "H", "H", "H", "H", "H", "H", "H", "H", "H", "C", "Si", "C", "C", "As", "Si", "C", "C", "C", "H", "H", "H", "H", "H", "H", "H", "H", "H", "H", "H", "H", "H", "H", "H", "H", "H", "H"], "positions_angstrom": [[-0.34246, 1.72755, 0.16299], [2.26509, -0.78519, -0.46406], [2.32044, -0.32911, 0.96312], [3.14254, -1.06411, 1.85439], [3.25386, -0.67267, 3.14689], [2.57189, 0.48197, 3.59043], [2.68570, 0.95184, 4.91719], [2.03221, 2.09265, 5.28248], [1.25641, 2.79773, 4.34367], [1.11225, 2.37012, 3.04201], [0.14881, 3.32191, 1.93097], [1.77356, 1.16962, 2.64894], [1.64044, 0.72851, 1.35622], [3.27057, -1.04545, -0.80168], [1.85539, -0.01268, -1.10750], [1.63986, -1.67123, -0.57345], [3.65644, -1.94273, 1.48529], [3.86709, -1.22774, 3.84859], [3.29899, 0.40151, 5.62140], [2.11212, 2.46707, 6.29555], [0.74835, 3.70717, 4.63967], [-5.50517, 0.44784, -1.97045], [-4.92150, 1.79908, -1.78973], [-5.46924, 2.92188, -2.11976], [-4.54743, 3.86636, -1.73860], [-3.42979, 3.36227, -1.18929], [-2.09317, 4.12373, -0.56211], [-3.67489, 2.01978, -1.24082], [-2.76931, 1.10021, -0.72853], [-6.47612, 0.54580, -2.44848], [-5.62881, -0.05144, -1.00783], [-4.86604, -0.17631, -2.59787], [-4.73589, 4.84292, -1.87817], [-2.79574, 0.23019, -1.24350], [-2.93764, 0.94731, 0.26710], [-1.91571, 0.63601, 2.00015], [-1.61154, -0.48721, 1.57977], [-1.89508, -1.67008, 2.18496], [-1.40212, -2.78444, 1.40198], [-0.86707, -2.00218, 0.15795], [-0.42517, -2.56850, -0.82300], [-0.97046, -0.66395, 0.38129], [-0.23528, -3.51742, 2.05667], [0.35457, -3.05381, 3.22438], [1.42476, -3.73890, 3.79171], [1.92534, -4.87820, 3.18426], [1.35040, -5.33422, 2.00159], [0.27555, -4.66178, 1.44413], [-2.54857, -3.72490, 1.03999], [-3.00065, -4.63624, 1.99164], [-4.10179, -5.43949, 1.73711], [-4.76182, -5.34915, 0.51822], [-4.31095, -4.45293, -0.43920], [-3.20955, -3.64534, -0.18074], [-2.29415, -1.73440, 3.10456], [-0.00743, -2.14758, 3.69389], [1.86760, -3.37083, 4.70919], [2.75766, -5.41124, 3.62704], [1.73978, -6.22026, 1.51524], [-0.17204, -5.01415, 0.52254], [-2.47730, -4.72430, 2.93782], [-4.44065, -6.14215, 2.48781], [-5.61536, -5.98269, 0.31301], [-4.80925, -4.38979, -1.39905], [-2.84666, -2.97384, -0.94854], [4.31216, 2.16434, -2.47927], [3.19103, 3.30733, -1.51531], [3.26317, 5.03412, -2.21958], [3.69511, 3.34266, 0.27733], [0.98827, 2.51350, -1.71059], [0.71519, 1.89347, -3.95107], [1.50221, 3.11378, -5.11951], [1.39000, 0.17729, -4.22016], [-1.14429, 1.87666, -4.16821], [5.32471, 2.57877, -2.50626], [3.97568, 2.02432, -3.50919], [4.35645, 1.18262, -2.00167], [4.28628, 5.41830, -2.16530], [2.61702, 5.69634, -1.63807], [2.93588, 5.07055, -3.26071], [4.46047, 4.10957, 0.42892], [4.09920, 2.38066, 0.60352], [2.83909, 3.58343, 0.91468], [2.58688, 3.15911, -4.99663], [1.09903, 4.11568, -4.95165], [1.29012, 2.82783, -6.15414], [2.47571, 0.13899, -4.10151], [1.14211, -0.16963, -5.22751], [0.95020, -0.51586, -3.49732], [-1.55557, 2.88433, -4.06456], [-1.58607, 1.25892, -3.37979], [-1.44590, 1.47051, -5.13793]], "atomic_forces_ev_per_a": [[-0.328, -0.140, 0.719], [-0.003, -0.006, 0.059], [-0.011, 0.070, -0.024], [0.011, -0.064, -0.067], [0.027, -0.022, 0.068], [-0.023, 0.005, -0.031], [0.008, -0.016, -0.005], [-0.050, 0.073, -0.024], [0.012, 0.019, 0.060], [-0.010, 0.008, 0.008], [-0.035, -0.170, -0.142], [0.002, -0.037, -0.069], [-0.001, -0.068, 0.075], [-0.002, 0.013, -0.009], [-0.019, 0.043, -0.024], [-0.020, -0.024, 0.013], [-0.001, 0.019, -0.004], [-0.011, 0.010, -0.011], [-0.013, 0.009, -0.022], [-0.015, 0.008, -0.021], [0.022, -0.018, 0.022], [0.009, 0.025, 0.011], [0.092, -0.035, 0.042], [0.153, 0.065, 0.055], [-0.159, 0.146, -0.131], [0.001, -0.037, -0.038], [-0.032, 0.061, -0.004], [0.029, -0.199, 0.070], [-0.039, 0.143, 0.048], [0.005, 0.008, 0.009], [0.010, 0.000, -0.011], [-0.006, 0.012, -0.004], [0.000, -0.008, 0.023], [0.084, 0.010, -0.024], [-0.086, -0.066, 0.000], [-0.077, -0.071, 0.053], [0.034, 0.053, 0.010], [0.107, -0.031, -0.009], [-0.075, -0.003, -0.023], [0.190, 0.143, 0.063], [-0.001, 0.024, -0.074], [-0.052, -0.205, 0.005], [-0.021, 0.043, -0.061], [0.033, -0.005, 0.019], [-0.017, 0.020, -0.025], [-0.028, 0.001, -0.021], [-0.004, 0.026, 0.010], [0.006, 0.000, -0.020], [0.012, 0.010, 0.019], [-0.001, 0.011, 0.001], [0.007, 0.013, -0.026], [0.024, 0.010, 0.011], [0.030, -0.007, 0.023], [-0.032, -0.014, -0.008], [-0.060, 0.039, -0.024], [0.004, -0.006, 0.000], [-0.005, 0.001, -0.011], [-0.012, 0.006, -0.014], [-0.010, 0.019, 0.010], [0.015, 0.010, 0.028], [-0.011, 0.001, -0.019], [0.004, 0.006, -0.004], [0.005, 0.011, 0.005], [0.011, 0.004, 0.018], [-0.013, -0.015, 0.016], [0.035, -0.105, -0.095], [0.010, 0.124, 0.032], [-0.059, 0.093, -0.044], [-0.067, -0.023, 0.138], [0.497, 0.066, -0.569], [-0.176, -0.041, 0.080], [0.046, 0.138, -0.059], [0.069, -0.132, 0.076], [-0.102, 0.005, 0.020], [-0.019, -0.038, 0.007], [0.056, 0.018, 0.040], [0.013, 0.009, -0.028], [-0.036, 0.000, -0.004], [0.036, 0.013, -0.036], [0.019, 0.002, 0.031], [0.006, -0.052, -0.001], [-0.046, 0.029, -0.006], [0.054, 0.005, -0.015], [-0.052, 0.002, -0.026], [0.029, -0.028, -0.044], [0.018, 0.025, 0.024], [-0.048, 0.001, -0.013], [0.017, -0.014, 0.023], [0.012, -0.018, -0.062], [0.005, -0.032, -0.012], [0.003, 0.000, -0.057], [0.021, 0.026, 0.032]], "mulliken_spin": [3.590, -0.124, 0.030, 0.003, -0.003, -0.013, 0.031, -0.011, 0.011, -0.029, 0.294, 0.060, 0.028, -0.002, 0.091, 0.010, 0.001, 0.000, 0.001, -0.001, -0.006, 0.003, -0.001, 0.002, 0.004, -0.018, 0.091, -0.007, 0.038, 0.000, -0.001, 0.000, 0.000, 0.005, 0.001, 0.024, -0.030, 0.002, -0.005, 0.036, 0.004, -0.021, 0.004, 0.001, 0.000, 0.000, 0.000, 0.001, 0.000, 0.000, 0.000, 0.000, 0.000, 0.000, -0.002, 0.000, 0.000, 0.000, 0.000, 0.000, 0.000, 0.000, 0.000, 0.000, 0.001, 0.051, -0.037, 0.020, -0.003, 0.776, 0.014, 0.014, 0.045, 0.020, 0.004, -0.010, -0.010, 0.001, 0.001, 0.004, 0.001, 0.000, 0.004, -0.002, 0.008, 0.001, 0.000, 0.003, -0.008, 0.007, 0.001, 0.000], "total_charge": 0, "fmax_ha_per_bohr": 0.0156, "spin_multiplicity": 6, "de_lowest_kcal_mol": 10.9, "e_homo_ev": [-6.9, -7.2]}

Entry 2:
{"formula": "C34H43BN2O5", "method": "wB97M-V/def2-TZVPD", "elements": ["C", "C", "C", "C", "C", "B", "O", "C", "C", "C", "C", "O", "C", "O", "O", "H", "H", "H", "H", "H", "H", "H", "H", "H", "H", "H", "H", "H", "H", "C", "N", "C", "O", "C", "C", "C", "C", "C", "C", "C", "C", "N", "C", "C", "C", "C", "C", "C", "C", "C", "C", "C", "C", "C", "C", "C", "H", "H", "H", "H", "H", "H", "H", "H", "H", "H", "H", "H", "H", "H", "H", "H", "H", "H", "H", "H", "H", "H", "H", "H", "H", "H", "H", "H", "H"], "positions_angstrom": [[-0.76537, 4.55675, -6.79532], [-0.86154, 3.78986, -5.55248], [-1.97553, 3.54801, -4.76775], [-1.54975, 2.64036, -3.75881], [-0.18338, 2.40759, -3.90712], [0.83137, 1.10135, -3.64653], [2.03402, 1.47247, -2.88158], [2.86459, 0.33092, -2.75328], [2.25692, -0.88692, -3.52538], [3.14296, -2.11881, -3.50251], [2.05324, -0.42164, -5.00472], [1.13656, 0.65476, -5.05063], [0.82767, -1.12451, -2.92369], [0.05217, 0.06149, -2.93646], [0.21294, 3.14438, -5.03103], [-1.77239, 4.75451, -7.17566], [-0.29484, 5.52960, -6.62216], [-0.21270, 4.02447, -7.57550], [-2.95351, 3.97610, -4.94569], [-2.18298, 2.21085, -3.00082], [3.86049, 0.58038, -3.16051], [2.93855, 0.06287, -1.68139], [2.62413, -2.95214, -3.98731], [4.07213, -1.93099, -4.06200], [3.40825, -2.40888, -2.47631], [3.03663, -0.09666, -5.40004], [1.72116, -1.29089, -5.60637], [0.28921, -1.88085, -3.52452], [0.91810, -1.49068, -1.88264], [-1.00458, -2.81381, 4.76918], [-0.80833, -2.72371, 3.34138], [-1.62903, -3.51233, 2.56302], [-2.19331, -4.52979, 2.94273], [-1.79289, -2.83008, 1.21639], [-3.29615, -2.55487, 1.05893], [-3.79949, -1.69089, 2.19358], [-4.63869, -2.19966, 3.19834], [-4.83607, -1.46383, 4.36995], [-4.17585, -0.24145, 4.54010], [-3.45405, 0.32569, 3.48073], [-3.41817, -0.35002, 2.26000], [-0.92649, -1.65625, 1.32779], [-0.89700, -0.64291, 0.42395], [-0.35893, 0.61241, 0.73310], [0.10165, 1.63154, -0.11758], [0.90603, 2.71245, 0.42312], [1.56516, 3.59970, -0.46140], [2.42397, 4.59720, -0.00091], [2.73016, 4.69141, 1.36419], [2.07697, 3.84533, 2.27081], [1.11751, 2.92902, 1.82467], [-0.19338, -1.60487, 2.62163], [1.37600, -1.81090, 2.52462], [1.58988, -3.15281, 1.81581], [1.94280, -1.79047, 3.94175], [2.10436, -0.73342, 1.73680], [-1.90471, -2.25923, 5.07819], [-1.16614, -3.86997, 5.02620], [-0.14654, -2.42659, 5.32042], [-1.40252, -3.51252, 0.44648], [-3.50028, -2.11466, 0.07994], [-3.78465, -3.53763, 1.10825], [-5.11229, -3.17731, 3.06508], [-5.46851, -1.86859, 5.16573], [-4.23918, 0.28596, 5.48845], [-2.90640, 1.26716, 3.60265], [-3.05519, 0.15232, 1.35698], [-1.39207, -0.82673, -0.53362], [-0.24680, 0.79264, 1.80642], [-0.02730, 1.58006, -1.19417], [1.38143, 3.46831, -1.52446], [2.84983, 5.30016, -0.71126], [3.47758, 5.40420, 1.72449], [2.31550, 3.91912, 3.33232], [0.50513, 2.40424, 2.56554], [-0.42396, -0.67005, 3.16268], [1.16025, -3.12164, 0.80304], [2.66531, -3.36188, 1.71579], [1.12348, -3.97125, 2.38064], [1.59135, -0.89403, 4.47621], [1.66676, -2.68739, 4.50698], [3.04318, -1.74074, 3.90747], [1.97116, 0.26132, 2.18252], [3.18222, -0.96859, 1.75374], [1.80215, -0.71310, 0.68283]], "atomic_forces_ev_per_a": [[0.233, 0.590, -0.549], [-1.161, -0.850, 1.722], [1.117, 0.218, -0.842], [1.316, 0.016, 0.387], [-0.852, -0.322, -0.868], [-1.291, 1.709, -1.092], [-0.037, -0.569, -0.123], [-0.309, -0.320, -0.252], [-0.431, 0.770, -0.233], [-0.005, 0.123, 0.184], [0.048, 0.213, 0.649], [0.488, -0.693, 0.931], [0.224, 0.022, -0.442], [0.553, -0.297, 0.395], [-0.592, 0.210, 0.017], [0.135, -0.066, 0.096], [0.138, -0.040, -0.172], [0.027, 0.061, 0.155], [0.068, -0.189, 0.057], [0.019, -0.182, 0.071], [-0.101, -0.268, 0.239], [0.263, -0.020, -0.134], [0.097, -0.010, 0.098], [-0.218, -0.046, 0.189], [-0.031, -0.020, -0.177], [-0.164, -0.161, 0.045], [-0.090, 0.315, 0.085], [0.300, -0.081, 0.192], [0.091, -0.121, -0.053], [-0.058, 0.033, 0.746], [-0.645, -0.298, -0.857], [0.297, -0.272, 1.021], [0.462, 1.154, -0.672], [0.344, -0.884, -0.197], [-0.444, 0.072, -0.135], [-0.911, 0.131, -0.195], [0.510, 0.031, 0.116], [0.051, 0.094, -0.112], [0.180, -0.055, -0.108], [-0.425, -0.162, 0.042], [0.575, 0.110, 0.234], [0.443, 1.860, -1.106], [-0.418, -1.072, 0.749], [0.331, 1.254, -0.033], [-0.381, -1.115, 1.193], [0.310, 0.991, 0.756], [-0.318, -0.274, 0.002], [-0.067, -0.106, 0.413], [-0.170, -0.377, -0.457], [-0.435, -0.213, -0.214], [0.256, 0.073, -0.388], [-0.065, -0.222, 0.775], [-0.655, -0.271, -0.501], [0.252, -0.189, 0.145], [0.148, -0.163, 0.224], [0.227, 0.181, -0.313], [0.188, -0.050, -0.123], [0.158, 0.367, -0.093], [-0.200, -0.118, -0.116], [-0.289, 0.259, -0.041], [0.016, 0.016, 0.012], [0.144, 0.229, -0.159], [0.360, 0.260, 0.156], [0.231, 0.199, -0.303], [-0.008, -0.106, -0.129], [-0.572, -0.181, -0.100], [0.211, -0.218, 0.488], [0.322, -0.094, 0.086], [0.321, -0.224, -0.500], [0.099, -0.213, -0.139], [0.126, 0.017, 0.026], [0.054, -0.217, 0.100], [-0.348, -0.198, -0.163], [-0.249, 0.017, -0.249], [0.461, 0.056, -0.238], [0.037, -0.187, -0.227], [0.168, -0.050, 0.228], [-0.319, 0.032, 0.029], [0.211, 0.124, -0.214], [0.112, -0.246, -0.025], [0.113, 0.221, -0.073], [-0.394, -0.055, -0.037], [0.075, -0.146, -0.181], [-0.372, 0.121, 0.025], [0.117, 0.084, 0.255]], "lowdin_charge": [-0.034, -0.347, -0.050, -0.060, -0.059, -0.897, -0.005, -0.140, -0.435, -0.044, -0.159, 0.014, -0.147, -0.022, 0.046, 0.081, 0.079, 0.086, 0.096, 0.088, 0.131, 0.117, 0.083, 0.089, 0.079, 0.129, 0.128, 0.132, 0.106, -0.008, -0.029, -0.410, 0.093, -0.154, -0.066, -0.221, -0.026, -0.079, -0.095, -0.074, -0.049, 0.038, 0.007, -0.074, 0.104, -0.179, 0.019, -0.047, -0.060, -0.076, -0.030, -0.161, -0.517, -0.026, -0.047, -0.047, 0.094, 0.105, 0.074, 0.174, 0.127, 0.131, 0.124, 0.109, 0.102, 0.108, 0.111, 0.163, 0.084, 0.111, 0.115, 0.112, 0.111, 0.105, 0.104, 0.157, 0.087, 0.100, 0.091, 0.096, 0.078, 0.098, 0.081, 0.102, 0.075], "total_charge": 0, "fmax_ha_per_bohr": 0.0468, "spin_multiplicity": 1, "de_lowest_kcal_mol": 0.0, "e_homo_ev": -6.6}